i | A cluster of 2 separate species, C5H14 in total, computed with wB97M-V/def2-TZVPD.

HOMO energy (spin up / spin down), eV: 1.424 / -6.858
HOMO-LUMO gap (spin up / spin down), eV: 2.7 / 11.1
2S+1: 2
Total charge: -1

Each line ends with the Mulliken charge.
Geometry (Å):
C 1.89 2.54 -0.66  -2.137
C 1.82 1.78 -2.03  -1.643
H 2.35 3.41 -0.77  0.780
H 2.29 1.93 0.02  0.651
H 0.92 2.69 -0.27  0.455
H 2.77 1.34 -2.16  0.489
H 0.98 1.22 -2.11  0.561
H 1.66 2.43 -2.85  0.416
C -0.53 -2.69 1.13  -1.682
C -1.02 -1.37 0.55  -0.275
C -2.29 -0.70 1.26  -2.438
H -1.18 -3.39 1.47  0.386
H 0.04 -2.37 2.09  0.565
H 0.06 -3.26 0.31  0.512
H -1.38 -1.23 -0.58  0.712
H -0.28 -0.51 0.56  -0.315
H -2.47 0.36 0.90  0.883
H -3.21 -1.17 0.89  0.518
H -2.42 -1.01 2.24  0.562

ii | A cluster of 2 separate species, C5H14 in total, computed with wB97M-V/def2-TZVPD.

HOMO energy (spin up / spin down), eV: 1.497 / -7.593
HOMO-LUMO gap (spin up / spin down), eV: 2.7 / 11.9
2S+1: 2
Total charge: -1

Each line ends with the Mulliken charge.
Geometry (Å):
C -0.78 2.28 0.23  -0.495
C -2.13 1.59 0.36  -2.260
C 0.35 1.28 -0.02  -0.940
H -0.81 3.01 -0.60  0.389
H -0.53 2.95 1.06  0.457
H -2.31 0.89 -0.47  0.557
H 0.52 0.99 -1.06  0.398
H -2.97 2.27 0.39  0.761
H -2.19 0.88 1.19  0.542
H 1.34 1.73 0.16  0.835
H 0.26 0.38 0.58  -0.842
C 0.98 -1.97 0.30  -0.600
C 1.49 -2.95 -0.81  -1.524
H 0.62 -2.49 1.19  0.902
H 1.65 -1.11 0.37  -0.104
H 0.08 -1.41 0.03  -0.633
H 1.82 -3.86 -0.29  0.222
H 0.65 -3.09 -1.47  0.820
H 2.36 -2.51 -1.27  0.514

iii | A cluster of 2 separate species, C5H14 in total, computed with wB97M-V/def2-TZVPD.

HOMO energy (spin up / spin down), eV: 1.490 / -7.681
HOMO-LUMO gap (spin up / spin down), eV: 2.7 / 11.9
2S+1: 2
Total charge: -1

Each line ends with the Mulliken charge.
Geometry (Å):
C -0.89 1.34 -1.53  -2.331
C -0.41 2.62 -2.22  -1.711
H 0.02 0.67 -1.32  0.397
H -1.39 1.61 -0.59  0.720
H -1.63 0.80 -2.13  0.588
H -1.33 3.17 -2.65  0.453
H 0.21 2.36 -3.13  0.514
H 0.18 3.23 -1.48  0.624
C 0.18 -0.98 1.11  0.323
C 0.94 -0.79 2.41  -1.972
C 0.24 -2.42 0.55  -1.815
H -0.87 -0.68 1.18  0.569
H 0.60 -0.36 0.37  -0.117
H 1.96 -1.27 2.35  0.328
H -0.10 -3.12 1.34  0.361
H -0.48 -2.49 -0.36  0.310
H 0.37 -1.22 3.24  0.478
H 1.13 0.20 2.63  0.650
H 1.27 -2.68 0.22  0.630

iv | A cluster of 2 separate species, C5H14 in total, computed with wB97M-V/def2-TZVPD.

HOMO energy (spin up / spin down), eV: 1.528 / -7.652
HOMO-LUMO gap (spin up / spin down), eV: 2.6 / 11.8
2S+1: 2
Total charge: -1

Each line ends with the Mulliken charge.
Geometry (Å):
C 0.45 0.79 1.65  -0.365
C 1.22 2.15 1.73  -1.706
C -0.97 1.00 1.20  -1.996
H 0.93 0.17 0.89  0.558
H 0.53 0.37 2.65  0.308
H 2.24 1.94 2.05  0.389
H -1.17 1.60 0.31  0.593
H -1.57 0.08 1.13  0.651
H -1.52 1.49 2.03  0.410
H 1.14 2.74 0.82  0.631
H 0.74 2.65 2.56  0.368
C -0.23 -1.36 -1.59  -2.219
C -0.24 -2.37 -2.73  -0.902
H 0.08 -1.81 -0.64  0.369
H 0.43 -0.52 -1.80  0.457
H -1.23 -1.01 -1.30  -0.011
H -0.33 -1.84 -3.68  0.465
H -1.13 -3.01 -2.66  0.386
H 0.60 -3.06 -2.63  0.615

Most stable = iv

i | The molecule C20H27N5O3S, computed with wB97M-V/def2-TZVPD.

HOMO energy, eV: -7.446
HOMO-LUMO gap, eV: 8.0
Structure (SMILES): COc1cccc(-c2csc(N3CCN(CC(=O)NNC(=O)C(C)C)CC3)n2)c1

Each line ends with the Mulliken charge.
Geometry (Å):
C -6.30 -3.04 -0.82  -0.802
O -7.17 -2.03 -1.27  -0.448
C -6.80 -0.73 -1.08  0.773
C -7.70 0.23 -1.55  -0.703
C -7.42 1.57 -1.40  -0.487
C -6.25 1.98 -0.78  -0.974
C -5.35 1.03 -0.31  0.715
C -4.10 1.41 0.35  -0.332
C -3.72 2.67 0.70  -0.671
S -2.18 2.66 1.48  -0.286
C -2.16 0.90 1.29  0.714
N -1.12 0.16 1.70  0.272
C -0.04 0.67 2.49  -1.133
C 1.29 0.15 1.93  -0.472
N 1.25 -1.30 1.91  0.004
C 2.55 -1.91 1.66  -1.102
C 3.16 -1.50 0.33  0.725
O 2.73 -1.83 -0.76  -0.703
N 4.19 -0.63 0.44  -0.194
N 4.87 -0.19 -0.69  -0.260
C 6.08 0.40 -0.55  0.309
O 6.54 0.61 0.55  -0.691
C 6.73 0.82 -1.86  0.743
C 6.33 2.28 -2.13  -1.428
C 8.24 0.68 -1.75  -1.475
C 0.20 -1.77 1.03  -0.591
C -1.14 -1.28 1.58  -0.721
N -3.21 0.43 0.70  -0.386
C -5.63 -0.33 -0.47  -0.190
H -6.79 -3.99 -1.08  0.229
H -6.15 -2.99 0.26  0.323
H -5.33 -2.99 -1.32  0.325
H -8.61 -0.11 -2.02  0.427
H -8.12 2.30 -1.76  0.385
H -6.04 3.03 -0.68  0.287
H -4.22 3.60 0.56  0.395
H -0.05 1.76 2.48  0.471
H -0.14 0.32 3.53  0.291
H 2.11 0.48 2.57  0.427
H 1.44 0.57 0.92  0.313
H 3.21 -1.65 2.49  0.437
H 2.41 -3.00 1.65  0.405
H 4.69 -0.39 1.29  0.315
H 4.45 -0.51 -1.56  0.336
H 6.35 0.19 -2.67  0.264
H 6.67 2.91 -1.32  0.332
H 5.25 2.37 -2.22  0.373
H 6.78 2.62 -3.06  0.405
H 8.60 1.23 -0.88  0.296
H 8.73 1.08 -2.64  0.411
H 8.52 -0.36 -1.63  0.369
H 0.21 -2.86 1.01  0.377
H 0.33 -1.40 0.00  0.308
H -1.96 -1.55 0.91  0.356
H -1.31 -1.73 2.57  0.274
H -4.91 -1.03 -0.09  0.666

ii | The molecule C20H27N5O3S, computed with wB97M-V/def2-TZVPD.

HOMO energy, eV: -8.300
HOMO-LUMO gap, eV: 8.7
Structure (SMILES): Cc1ccc(OCCN2CCN(C(=O)CCC(=O)Nc3nnc(C)s3)CC2)cc1

Each line ends with the Mulliken charge.
Geometry (Å):
C -6.57 -1.79 -2.10  -1.417
C -5.80 -0.52 -1.92  0.816
C -6.47 0.70 -1.85  -0.469
C -5.78 1.88 -1.69  -0.701
C -4.38 1.87 -1.59  0.610
O -3.80 3.10 -1.43  -0.450
C -2.40 3.17 -1.33  -1.020
C -1.86 2.63 0.01  -0.535
N -0.86 1.60 -0.22  0.226
C 0.46 2.10 -0.55  -0.991
C 1.24 2.59 0.69  -0.798
N 1.30 1.53 1.67  0.071
C 2.39 0.86 2.08  1.059
O 2.30 -0.09 2.85  -0.829
C 3.74 1.34 1.57  -0.790
C 4.91 0.54 2.17  -1.104
C 5.11 -0.77 1.44  0.660
O 6.04 -0.98 0.68  -0.649
N 4.15 -1.70 1.69  0.045
C 4.14 -2.93 1.09  0.302
N 3.20 -3.80 1.26  -0.347
N 3.41 -4.92 0.57  -0.530
C 4.49 -4.93 -0.12  0.609
C 4.93 -6.06 -0.96  -0.993
S 5.42 -3.44 0.02  -0.116
C -0.02 1.07 2.06  -0.817
C -0.77 0.58 0.81  -0.982
C -3.71 0.66 -1.65  -0.092
C -4.42 -0.52 -1.81  -1.103
H -7.04 -1.82 -3.08  0.312
H -5.92 -2.66 -2.01  0.344
H -7.36 -1.88 -1.36  0.342
H -7.55 0.72 -1.93  0.381
H -6.29 2.83 -1.64  0.417
H -1.92 2.63 -2.16  0.522
H -2.18 4.24 -1.44  0.321
H -1.47 3.47 0.62  0.353
H -2.69 2.19 0.55  0.578
H 0.36 2.91 -1.27  0.439
H 1.01 1.28 -1.01  0.392
H 2.24 2.91 0.39  0.490
H 0.73 3.45 1.14  0.245
H 3.77 1.28 0.48  0.394
H 3.86 2.39 1.85  0.530
H 5.83 1.12 2.07  0.382
H 4.71 0.34 3.22  0.389
H 3.37 -1.45 2.30  0.234
H 4.19 -6.86 -0.90  0.284
H 5.04 -5.74 -2.00  0.287
H 5.89 -6.43 -0.62  0.283
H 0.10 0.26 2.78  0.471
H -0.56 1.89 2.53  0.325
H -1.77 0.25 1.08  0.440
H -0.23 -0.27 0.39  0.412
H -2.63 0.62 -1.56  0.470
H -3.88 -1.45 -1.85  0.300

Most stable = ii

i | A structure of composition C22H18N6OPt, computed with wB97M-V/def2-TZVPD.

HOMO energy (spin up / spin down), eV: -5.463 / -5.472
HOMO-LUMO gap (spin up / spin down), eV: 5.2 / 5.2

Each line ends with the Mulliken charge.
Geometry (Å):
Pt 0.87 -2.38 -2.49  1.355
N 1.78 -3.55 0.55  -0.209
C 2.72 -2.66 -0.05  0.522
C 3.90 -2.44 0.67  -0.693
C 4.88 -1.61 0.16  -0.358
C 4.68 -1.02 -1.07  -0.739
C 3.50 -1.29 -1.74  -0.293
N 2.54 -2.10 -1.25  -0.280
C 0.52 -4.01 0.09  0.612
C -0.13 -4.93 0.92  -0.757
C -1.34 -5.46 0.55  -0.302
C -1.89 -5.10 -0.67  -0.731
C -1.19 -4.20 -1.45  -0.284
N -0.01 -3.67 -1.09  -0.282
H 1.69 -3.29 1.52  0.304
H 4.05 -2.93 1.63  0.407
H 5.79 -1.44 0.72  0.392
H 5.42 -0.37 -1.51  0.408
H 3.29 -0.87 -2.71  0.403
H 0.32 -5.23 1.86  0.385
H -1.85 -6.17 1.19  0.393
H -2.84 -5.50 -1.01  0.397
H -1.56 -3.89 -2.41  0.383
N -1.90 3.95 -0.31  -0.009
C -2.27 4.88 0.63  0.713
C -2.85 6.14 0.54  -1.020
C -3.08 6.81 1.73  -0.386
C -2.74 6.24 2.97  -0.506
C -2.16 4.98 3.04  -0.677
C -1.92 4.29 1.85  0.486
N -1.37 3.05 1.64  -0.653
C -1.36 2.87 0.34  0.149
C -0.86 1.67 -0.33  0.947
C -0.88 1.52 -1.71  -0.765
C -0.38 0.35 -2.26  -0.460
N 0.14 -0.67 -1.54  -0.557
C 0.14 -0.50 -0.20  0.374
C -0.34 0.63 0.43  -0.845
H -2.01 4.05 -1.30  0.159
H -3.11 6.58 -0.41  0.376
H -3.53 7.79 1.71  0.373
H -2.93 6.78 3.88  0.378
H -1.90 4.53 3.99  0.429
H -1.27 2.27 -2.38  0.309
H -0.38 0.20 -3.33  0.402
H 0.54 -1.31 0.37  0.112
H -0.30 0.70 1.51  0.495
O 1.59 -3.70 -3.27  -0.858

ii | A structure of composition C22H18N6OPt, computed with wB97M-V/def2-TZVPD.

HOMO energy (spin up / spin down), eV: -5.754 / -5.753
HOMO-LUMO gap (spin up / spin down), eV: 5.7 / 5.7

Each line ends with the Mulliken charge.
Geometry (Å):
Pt -0.79 -2.80 -0.16  0.682
N 1.63 -4.20 1.66  -0.029
C 2.10 -3.77 0.43  0.613
C 3.46 -3.95 0.19  -0.631
C 3.99 -3.61 -1.03  -0.327
C 3.13 -3.12 -2.02  -0.910
C 1.80 -2.98 -1.70  -0.360
N 1.28 -3.26 -0.49  -0.185
C 0.36 -4.36 2.22  0.614
C 0.30 -5.00 3.46  -0.653
C -0.93 -5.18 4.05  -0.290
C -2.08 -4.74 3.40  -0.720
C -1.94 -4.14 2.17  -0.291
N -0.74 -3.95 1.60  -0.266
H 2.35 -4.23 2.36  0.228
H 4.09 -4.39 0.96  0.335
H 5.04 -3.76 -1.24  0.401
H 3.48 -2.87 -3.01  0.394
H 1.08 -2.63 -2.43  0.705
H 1.20 -5.35 3.94  0.324
H -1.00 -5.67 5.02  0.396
H -3.06 -4.88 3.83  0.402
H -2.75 -3.73 1.54  0.521
N -1.35 4.40 -0.18  0.013
C -1.17 5.68 -0.65  0.675
C -1.57 6.93 -0.17  -1.018
C -1.20 8.02 -0.92  -0.403
C -0.48 7.88 -2.12  -0.470
C -0.09 6.65 -2.59  -0.720
C -0.45 5.52 -1.84  0.536
N -0.20 4.18 -2.07  -0.662
C -0.75 3.55 -1.07  0.200
C -0.73 2.09 -0.91  0.914
C -1.29 1.45 0.19  -0.772
C -1.23 0.07 0.28  -0.259
N -0.63 -0.68 -0.66  -0.388
C -0.12 -0.06 -1.72  -0.117
C -0.13 1.31 -1.89  -0.692
H -1.84 4.13 0.66  0.166
H -2.13 7.03 0.75  0.378
H -1.49 9.01 -0.59  0.379
H -0.22 8.77 -2.68  0.373
H 0.47 6.53 -3.51  0.429
H -1.78 1.99 0.98  0.261
H -1.68 -0.47 1.09  0.468
H 0.33 -0.70 -2.48  0.282
H 0.30 1.77 -2.76  0.479
O -2.60 -2.51 0.08  -1.008

Most stable = ii

i | A cluster of 3 separate species, C5H15NO in total, computed with wB97M-V/def2-TZVPD.

HOMO energy (spin up / spin down), eV: -14.559 / -14.462
HOMO-LUMO gap (spin up / spin down), eV: 5.9 / 5.8
2S+1: 2
Total charge: +1

Each line ends with the Mulliken charge.
Geometry (Å):
C 0.75 0.63 2.64  -0.731
N 1.35 0.88 1.29  -0.098
C 0.60 0.17 -2.27  -1.188
C 0.46 0.84 -0.92  -0.750
C 0.51 0.08 0.44  0.353
C 1.17 -1.26 0.31  -1.045
H 1.48 0.98 3.39  0.329
H 0.51 -0.43 2.90  0.321
H -0.18 1.22 2.79  0.402
H -1.51 -0.90 -0.62  0.047
H -0.27 -0.57 -2.33  0.333
H 1.52 -0.37 -2.49  0.339
H 0.50 0.91 -3.06  0.375
H 1.25 1.61 -0.80  0.389
H -0.49 1.40 -1.02  0.297
H -0.51 0.13 0.89  0.611
H 0.56 -1.75 -0.48  0.321
H 2.22 -1.11 0.02  0.396
H 1.13 -1.85 1.24  0.406
H -4.36 -0.43 -0.30  0.333
H -2.88 -0.30 -0.72  0.195
O -3.82 0.13 -0.91  -0.635

ii | A cluster of 2 separate species, C5H15NO in total, computed with wB97M-V/def2-TZVPD.

HOMO energy (spin up / spin down), eV: -15.145 / -15.106
HOMO-LUMO gap (spin up / spin down), eV: 12.0 / 6.9
2S+1: 2
Total charge: +1

Each line ends with the Mulliken charge.
Geometry (Å):
C 0.33 -1.83 1.70  -0.825
N 0.36 -0.50 1.02  0.039
C -0.53 1.52 -1.95  -1.354
C -0.25 1.24 -0.50  -0.241
C 0.35 -0.28 -0.38  0.158
C 1.64 -0.57 -1.24  -1.262
H 1.26 -2.45 1.70  0.343
H -0.59 -2.32 1.19  0.349
H -0.04 -1.69 2.74  0.348
H 1.00 -0.04 1.53  0.332
H 0.43 1.67 -2.53  0.304
H -1.10 2.36 -2.19  0.431
H -1.14 0.71 -2.49  0.306
H 0.57 1.80 0.02  0.384
H -1.12 1.45 0.10  0.264
H -0.38 -0.99 -0.69  0.335
H 2.17 -1.53 -0.97  0.354
H 1.50 -0.53 -2.39  0.333
H 2.31 0.20 -0.91  0.402
H -2.85 0.11 2.35  0.346
H -1.49 0.75 1.99  0.294
O -2.43 0.94 1.92  -0.640

Most stable = ii

i | The molecule CH3NOP2S, computed with wB97M-V/def2-TZVPD.

HOMO energy, eV: -8.463
HOMO-LUMO gap, eV: 8.3
Structure (SMILES): c1ns[pH]o[pH]1

Each line ends with the Mulliken charge.
Geometry (Å):
C 0.97 1.13 -0.43  -0.037
N -0.23 1.35 -0.85  -0.378
S -1.63 0.43 -0.78  -0.056
P -1.52 -0.49 1.17  0.188
O 0.08 -0.71 1.31  -0.311
P 1.47 -0.48 0.29  0.062
H 1.70 1.90 -0.60  0.413
H -2.00 -1.78 0.83  0.049
H 1.17 -1.36 -0.94  0.069

ii | A structure of composition CH3NOP2S, computed with wB97M-V/def2-TZVPD.

HOMO energy (spin up / spin down), eV: -8.481 / -8.480
HOMO-LUMO gap (spin up / spin down), eV: 7.0 / 7.0

Each line ends with the Mulliken charge.
Geometry (Å):
C -0.99 -1.04 0.70  -0.048
N 0.12 -1.62 0.44  -0.375
O 0.33 1.63 0.39  -0.442
P -1.56 0.59 0.13  0.166
P 1.68 1.10 -0.11  0.243
S 1.43 -1.00 -0.42  -0.042
H -1.60 -1.42 1.47  0.419
H -1.05 0.68 -1.16  0.057
H 1.65 1.07 -1.43  0.022

iii | A structure of composition CH3NOP2S, computed with wB97M-V/def2-TZVPD.

HOMO energy (spin up / spin down), eV: -8.782 / -8.782
HOMO-LUMO gap (spin up / spin down), eV: 7.2 / 7.2

Each line ends with the Mulliken charge.
Geometry (Å):
C 0.82 1.09 -0.82  -0.004
N 0.40 1.81 0.14  -0.338
O 1.12 -0.93 1.22  -0.438
P 0.79 -0.71 -0.91  0.133
P -0.06 -0.51 2.13  0.171
S -0.47 1.49 1.55  -0.006
H 1.45 1.60 -1.54  0.396
H -0.62 -0.73 -0.32  0.049
H -1.15 -0.87 1.51  0.038

Most stable = i

i | The ion CH2F3N2 with charge +1, computed with wB97M-V/def2-TZVPD.

HOMO energy, eV: -16.833
HOMO-LUMO gap, eV: 11.7
Total charge: +1
Structure (SMILES): NC(F)=[N+](F)F

Each line ends with the Mulliken charge.
Geometry (Å):
N 0.17 -0.13 0.02  -0.272
C 1.37 -0.57 0.06  0.591
F 1.63 -1.83 -0.06  -0.097
N 2.45 0.24 0.09  0.390
F 3.66 -0.20 0.02  -0.082
F 2.40 1.61 -0.09  -0.102
H -0.24 0.74 0.39  0.284
H -0.57 -0.77 -0.29  0.288

ii | A cluster of 2 separate species, CH2F3N2 in total, computed with wB97M-V/def2-TZVPD.

HOMO energy (spin up / spin down), eV: -15.704 / -15.466
HOMO-LUMO gap (spin up / spin down), eV: 5.4 / 9.0
Total charge: +1

Each line ends with the Mulliken charge.
Geometry (Å):
C 0.16 -0.40 -0.97  0.488
N 0.98 0.70 2.07  -0.422
N -1.07 -0.54 -1.02  0.462
F 0.80 0.51 -1.57  -0.018
F -1.97 0.14 -1.79  -0.044
F -1.78 -1.57 -0.53  -0.035
H 1.58 1.33 1.51  0.290
H 1.30 -0.17 2.32  0.279

Most stable = i